A:
Below is 10 unconnected molecules or ions with the total composition C23H70N4O11, with properties calculated with ωB97M-V/def2-TZVPD.

Bonds (Å) are listed after each position.
CARTESIAN COORDINATES (ANGSTROEM)
1 H -6.43362 3.51303 0.37550  C107 1.090
2 C -5.13067 -2.49003 -1.67469  H23 1.083, H42 1.097, H56 1.098, O60 1.426
3 H 6.21978 2.19739 -1.68228  C8 1.095
4 H 3.20709 -1.68838 2.35990  C37 1.097
5 H -4.13720 -3.83417 2.83482  C87 1.101
6 H -4.73514 -5.60505 -3.53452  C35 1.096
7 H 0.45842 -1.10878 4.32837  C75 1.095
8 C 5.20962 2.58880 -1.83831  H3 1.095, O63 1.427, H90 1.084, H92 1.090
9 H 1.34554 5.21800 4.46364  C100 1.089
10 C -0.50716 -0.42419 0.40928  H13 1.101, C14 1.534, C33 1.519, N94 1.480
11 H 6.38030 4.70064 -0.83753  C27 1.097
12 H -4.50225 -2.28993 2.28232  C87 1.104
13 H -0.26043 -1.46000 0.69107  C10 1.101
14 C -1.35263 -0.52379 -0.86631  C10 1.534, H28 1.089, H76 1.091, H97 1.094
15 H 4.81110 5.20474 -1.61724  C27 1.098
16 H -4.41198 -5.69201 -5.28448  C35 1.091
17 H -1.01723 -4.23069 -0.63931  C85 1.092
18 C 2.62213 1.40700 1.23568  O22 1.431, H47 1.090, H66 1.096, H78 1.092
19 H -3.33039 2.69014 2.02441  N69 1.012
20 H 1.25057 -0.06668 -0.71316  C33 1.093
21 H 0.14626 -4.14853 -3.97849  N70 1.018
22 O 1.76211 0.26372 1.24326  C18 1.431, C33 1.456
23 H -4.37199 -1.77862 -1.97561  C2 1.083
24 H -0.90977 0.55652 2.17684  N94 1.011
25 O -2.80833 -5.20976 -4.14240  C35 1.402, C45 1.432
26 C 4.85987 5.40510 0.49794  C27 1.517, N29 1.466, H43 1.096, C49 1.539
27 C 5.28518 4.69053 -0.77073  H11 1.097, H15 1.098, C26 1.517, O63 1.414
28 H -1.68450 0.48322 -1.11503  C14 1.089
29 N 5.40244 6.76664 0.54053  C26 1.466, H57 1.014, H82 1.015
30 H 2.84515 5.56618 -0.30527  C49 1.093
31 H -5.07348 4.25588 1.20618  C107 1.092
32 O 3.62433 -3.63884 2.02712  C37 1.415, H104 0.964
33 C 0.77550 0.35629 0.17589  C10 1.519, H20 1.093, O22 1.456, H71 1.098
34 H -0.52801 -5.53769 -4.51623  N70 1.019
35 C -4.19059 -5.14480 -4.36718  H6 1.096, H16 1.091, O25 1.402, H103 1.099
36 H 5.68684 -2.61920 -0.06701  C39 1.093
37 C 3.94366 -2.43104 2.69218  H4 1.097, O32 1.415, H84 1.084, H101 1.096
38 C -4.68878 2.26262 0.50621  C51 1.500, N69 1.480, H93 1.100, C107 1.531
39 C 5.64060 -2.09469 -1.02442  H36 1.093, C54 1.509, H106 1.098, O108 1.414
40 H -5.61242 -3.79191 -0.36329  O60 0.961
41 O -5.89789 1.87677 -1.49505  C50 1.393, C51 1.438
42 H -5.42424 -3.08034 -2.55198  C2 1.097
43 H 5.27421 4.84936 1.34632  C26 1.096
44 H 2.74619 -0.98572 -0.33718  O81 0.965
45 C -2.38178 -4.61517 -2.91142  O25 1.432, H55 1.102, H62 1.097, C65 1.523
46 H 0.59988 2.49383 4.27401  O73 0.981
47 H 2.08322 2.31026 1.52096  C18 1.090
48 H -5.57154 2.57381 -3.42318  C50 1.106
49 C 3.32967 5.34954 0.65073  C26 1.539, H30 1.093, H61 1.091, H105 1.092
50 C -5.86063 1.66061 -2.87055  O41 1.393, H48 1.106, H59 1.103, H95 1.085
51 C -4.59037 2.19423 -0.98895  C38 1.500, O41 1.438, H91 1.098, H99 1.098
52 H -2.80246 1.61970 0.89155  N69 1.021
53 H -3.12247 -3.58286 0.83230  O83 0.965
54 C 4.51609 -1.08845 -1.01007  C39 1.509, H74 1.089, O81 1.429, H89 1.105
55 H -2.39426 -3.52755 -3.08852  C45 1.102
56 H -6.06981 -1.96623 -1.45443  C2 1.098
57 H 4.86638 7.27884 1.23167  N29 1.014
58 O 0.71864 0.84734 3.65271  C75 1.411, H77 0.989
59 H -5.06407 0.96013 -3.17235  C50 1.103
60 O -4.79971 -3.31814 -0.56145  C2 1.426, H40 0.961
61 H 2.95371 6.04258 1.40462  C49 1.091
62 H -3.09438 -4.93527 -2.14131  C45 1.097
63 O 4.89974 3.33435 -0.66137  C8 1.427, C27 1.414
64 H -3.18135 -2.42878 3.44730  C87 1.085
65 C -0.97289 -5.09416 -2.58656  C45 1.523, N70 1.474, C85 1.530, H98 1.095
66 H 3.13708 1.50695 0.27315  C18 1.096
67 H 0.66346 -4.40752 -1.34342  C85 1.090
68 H -0.32033 -3.12268 -1.85666  C85 1.094
69 N -3.32418 2.48598 1.03358  H19 1.012, C38 1.480, H52 1.021
70 N -0.03966 -5.11699 -3.72663  H21 1.018, H34 1.019, C65 1.474
71 H 0.47081 1.38853 -0.03932  C33 1.098
72 H 2.37840 3.90744 3.88546  C100 1.101
73 O 0.51931 3.39211 4.65890  H46 0.981, C100 1.421
74 H 4.48037 -0.47587 -1.91012  C54 1.089
75 C 0.68804 -0.10277 4.69550  H7 1.095, O58 1.411, H80 1.090, H88 1.091
76 H -2.15993 -1.22187 -0.63869  C14 1.091
77 H 0.99000 0.47313 2.77874  O58 0.989
78 H 3.44000 1.20703 1.93073  C18 1.092
79 H 1.00313 4.41853 2.88099  C100 1.096
80 H -0.12413 0.16319 5.37276  C75 1.090
81 O 3.30630 -1.72686 -0.59752  H44 0.965, C54 1.429
82 H 5.29021 7.27951 -0.32795  N29 1.015
83 O -2.68278 -3.12026 1.55613  H53 0.965, C87 1.406
84 H 3.88038 -2.56477 3.76588  C37 1.084
85 C -0.38331 -4.16353 -1.52539  H17 1.092, C65 1.530, H67 1.090, H68 1.094
86 H -1.91809 -0.68500 1.84762  N94 1.015
87 C -3.62594 -2.89410 2.57378  H5 1.101, H12 1.104, H64 1.085, O83 1.406
88 H 1.62477 -0.15761 5.25241  C75 1.091
89 H 4.81065 -0.43404 -0.16937  C54 1.105
90 H 4.46116 1.80535 -1.87601  C8 1.084
91 H -3.92141 1.39775 -1.34096  C51 1.098
92 H 5.22130 3.21327 -2.73159  C8 1.090
93 H -5.03909 1.28030 0.85546  C38 1.100
94 N -1.43132 0.10532 1.43749  C10 1.480, H24 1.011, H86 1.015
95 H -6.83177 1.34012 -3.23334  C50 1.085
96 H -5.97794 3.00014 2.06200  C107 1.086
97 H -0.83712 -1.00109 -1.70521  C14 1.094
98 H -1.07672 -6.09843 -2.16310  C65 1.095
99 H -4.26728 3.12020 -1.48348  C51 1.098
100 C 1.34251 4.27800 3.91360  H9 1.089, H72 1.101, O73 1.421, H79 1.096
101 H 4.92729 -2.04558 2.40013  C37 1.096
102 H 6.33628 -3.11887 -2.58782  O108 0.957
103 H -4.52116 -4.11532 -4.56420  C35 1.099
104 H 3.46308 -3.45817 1.09442  O32 0.964
105 H 3.04430 4.34833 0.97952  C49 1.092
106 H 6.57388 -1.52708 -1.13456  C39 1.098
107 C -5.62877 3.32305 1.08533  H1 1.090, H31 1.092, C38 1.531, H96 1.086
108 O 5.50839 -2.96215 -2.13373  C39 1.414, H102 0.957

The LUMO energy is 0.37 eV. For the HOMO energy, the calculation gives -8.77 eV. Its SMILES is COC[C@H](C)N.COC[C@H](C)N.COC[C@H](C)N.COC[C@H](C)N.OCCO.CO.CO.CO.CO.CO. The HOMO-LUMO gap is 9.13 eV.

---

B:
Below is 10 unconnected molecules or ions with the total composition C23H70N4O11, with properties calculated with ωB97M-V/def2-TZVPD.

Bonds (Å) are listed after each position.
CARTESIAN COORDINATES (ANGSTROEM)
1 N 8.79259 8.32330 9.22554  C94 1.453, H96 1.010, H97 1.010
2 C 12.52202 13.96316 16.80102  H8 1.090, H23 1.090, H33 1.090, C95 1.575
3 H 7.90048 10.94895 12.69522  C38 1.090
4 H 9.97327 10.67727 14.27344  C58 1.090
5 C 14.53996 13.31354 12.50316  N7 1.416, H17 1.090, C53 1.534, C59 1.614
6 H 6.74220 9.91102 10.35462  C83 1.090
7 N 13.30278 13.98731 12.64452  C5 1.416, H37 1.010, H88 1.010
8 H 13.29620 14.41520 17.42102  C2 1.090
9 H 7.64970 8.49875 6.79718  C31 1.090
10 H 11.01816 14.35922 14.01968  C98 1.090
11 H 5.87850 17.38254 16.76128  O63 0.960
12 H 11.97072 16.60244 14.35878  C48 1.090
13 H 10.94688 11.65511 16.66372  N70 1.010
14 H 16.54480 13.92729 11.60180  C53 1.090
15 H 9.35775 14.13707 18.45376  C50 1.090
16 H 7.56460 11.90568 18.55651  O36 0.960
17 H 14.42166 12.41613 11.89590  C5 1.090
18 C 9.35819 21.19351 11.64096  C75 1.544, C84 1.604, H85 1.090, N93 1.451
19 H 12.26264 18.28199 13.55830  C48 1.090
20 H 8.01590 20.50005 12.83146  N93 1.010
21 H 6.77942 9.92658 7.20372  C31 1.090
22 H 15.12912 13.70594 14.55306  C59 1.090
23 H 12.28912 14.69071 16.02352  C2 1.090
24 H 9.98912 14.29738 12.72900  C98 1.090
25 H 11.87420 12.77973 10.20860  O106 0.960
26 C 10.23999 16.50843 19.58241  H65 1.090, O80 1.464, H101 1.090, H108 1.090
27 H 15.99208 10.87305 15.55596  C100 1.090
28 O 9.05444 13.78556 14.45788  H43 0.960, C98 1.389
29 C 6.83656 12.36366 16.72702  O36 1.458, H51 1.090, H64 1.090, H86 1.090
30 H 9.17210 12.00931 12.04046  C38 1.090
31 C 7.16528 9.00231 7.63376  H9 1.090, H21 1.090, H81 1.090, C94 1.537
32 H 12.93732 9.72323 14.80202  C105 1.090
33 H 12.93642 13.09762 16.28410  C2 1.090
34 O 11.52586 11.81188 13.76036  C58 1.402, H104 0.960
35 H 9.85908 15.64839 13.93628  C98 1.090
36 O 7.88618 11.95590 17.65336  H16 0.960, C29 1.458
37 H 12.65174 13.33333 13.05506  N7 1.010
38 C 8.23758 11.49574 11.81460  H3 1.090, H30 1.090, H46 1.090, O90 1.387
39 C 9.64676 17.61574 11.88554  H52 1.090, O62 1.361, H103 1.090, H107 1.090
40 O 16.19624 12.06257 13.84288  C59 1.431, C100 1.393
41 H 17.63552 11.22166 15.06232  C100 1.090
42 H 9.87370 13.42569 9.46086  C68 1.090
43 H 9.34625 13.55313 15.34242  O28 0.960
44 H 15.64986 15.15609 12.48498  C53 1.090
45 O 13.18050 16.71370 12.66276  C48 1.410, H73 0.960
46 H 7.59442 12.34043 11.56770  C38 1.090
47 H 13.41978 17.55889 14.52292  C48 1.090
48 C 12.62692 17.28988 13.82500  H12 1.090, H19 1.090, O45 1.410, H47 1.090
49 H 9.32150 20.64526 13.63424  N93 1.010
50 C 10.28842 14.58441 18.10471  H15 1.090, O80 1.449, C95 1.559, H102 1.090
51 H 6.04974 11.61477 16.63658  C29 1.090
52 H 8.78783 16.95301 11.77998  C39 1.090
53 C 15.54258 14.27522 11.85200  C5 1.534, H14 1.090, H44 1.090, H69 1.090
54 H 11.65998 8.51378 14.86368  C105 1.090
55 C 6.87332 16.07127 15.77180  H56 1.090, O63 1.427, H72 1.090, H78 1.090
56 H 7.73286 15.49364 16.11187  C55 1.090
57 H 8.93690 10.09909 8.18493  C94 1.090
58 C 11.02102 10.52846 14.01228  H4 1.090, O34 1.402, H60 1.090, C105 1.611
59 C 14.97494 12.79821 13.96966  C5 1.614, H22 1.090, O40 1.431, H76 1.090
60 H 10.98466 9.96794 13.07816  C58 1.090
61 H 10.13958 14.75206 10.64446  C68 1.090
62 O 9.22596 18.83620 11.45518  C39 1.361, C75 1.403
63 O 6.02162 16.43808 16.85682  H11 0.960, C55 1.427
64 H 6.45268 13.36512 16.92142  C29 1.090
65 H 10.79436 16.98393 20.39153  C26 1.090
66 H 10.97360 22.55032 12.42858  C84 1.090
67 O 11.61384 9.92868 16.31043  H87 0.960, C105 1.390
68 C 10.57768 14.16949 9.83405  H42 1.090, H61 1.090, H92 1.090, O106 1.424
69 H 15.07186 14.78596 11.01196  C53 1.090
70 N 10.48056 12.55092 16.65139  H13 1.010, H89 1.010, C95 1.498
71 H 7.21024 11.29027 9.36768  C83 1.090
72 H 7.23036 17.03185 15.40044  C55 1.090
73 H 13.45700 15.82500 12.89804  O45 0.960
74 H 10.67400 22.87391 10.72762  C84 1.090
75 C 10.12466 19.90089 11.28630  C18 1.544, O62 1.403, H79 1.090, H82 1.090
76 H 14.16798 12.26601 14.47332  C59 1.090
77 H 11.51538 12.82467 18.39497  C95 1.090
78 H 6.34106 15.59447 14.94874  C55 1.090
79 H 10.42402 19.92306 10.23844  C75 1.090
80 O 10.99432 15.34288 19.11698  C26 1.464, C50 1.449
81 H 6.31424 8.43584 8.01184  C31 1.090
82 H 10.95566 19.82995 11.98810  C75 1.090
83 C 7.58766 10.39986 9.87051  H6 1.090, H71 1.090, O90 1.426, C94 1.588
84 C 10.20262 22.55744 11.65808  C18 1.604, H66 1.090, H74 1.090, H99 1.090
85 H 8.54416 21.19115 10.91610  C18 1.090
86 H 7.16468 12.41664 15.68892  C29 1.090
87 H 10.82076 9.47706 16.60821  O67 0.960
88 H 12.94174 13.97160 11.70138  N7 1.010
89 H 9.51830 12.36083 16.89224  N70 1.010
90 O 8.66049 10.69606 10.76258  C38 1.387, C83 1.426
91 H 16.71060 12.45944 15.80000  C100 1.090
92 H 10.76554 14.89052 9.03849  C68 1.090
93 N 8.76728 21.16143 12.96602  C18 1.451, H20 1.010, H49 1.010
94 C 8.16294 9.51582 8.68380  N1 1.453, C31 1.537, H57 1.090, C83 1.588
95 C 11.23428 13.46989 17.56266  C2 1.575, C50 1.559, N70 1.498, H77 1.090
96 H 8.05942 7.80524 9.68834  N1 1.010
97 H 9.24478 8.67148 10.05884  N1 1.010
98 C 9.97646 14.57564 13.78282  H10 1.090, H24 1.090, O28 1.389, H35 1.090
99 H 9.56805 23.41572 11.87892  C84 1.090
100 C 16.62600 11.63132 15.09632  H27 1.090, O40 1.393, H41 1.090, H91 1.090
101 H 10.09020 17.22118 18.77144  C26 1.090
102 H 10.05172 15.24655 17.27186  C50 1.090
103 H 10.56338 17.26117 11.41420  C39 1.090
104 H 11.07928 12.39706 14.37658  O34 0.960
105 C 11.87416 9.57490 14.99114  H32 1.090, H54 1.090, C58 1.611, O67 1.390
106 O 11.88876 13.73933 10.18498  H25 0.960, C68 1.424
107 H 9.86286 17.65574 12.95316  C39 1.090
108 H 9.32254 16.17132 20.06486  C26 1.090

The LUMO energy is 0.24 eV. For the HOMO energy, the calculation gives -9.22 eV. Its SMILES is COC[C@H](C)N.COC[C@H](C)N.COC[C@H](C)N.COC[C@H](C)N.OCCO.CO.CO.CO.CO.CO. The HOMO-LUMO gap is 9.45 eV.

---

It turns out A is the most stable, with the second structure 149.0 kJ/mol higher.

---

A:
Below is 2 unconnected molecules or ions with the total composition CH4NS, with properties calculated with ωB97M-V/def2-TZVPD.

Bonds (Å) are listed after each position.
CARTESIAN COORDINATES (ANGSTROEM)
1 H -0.08037 -0.92908 0.89847  N3 1.027
2 H -1.74517 1.37644 0.81918  C6 1.093
3 N -0.52807 -0.22186 1.49381  H1 1.027, C6 1.272
4 H 2.25897 -1.09567 -2.20116  S5 1.342
5 S 1.74330 -0.29302 -1.25771  H4 1.342
6 C -1.01661 0.58215 0.63804  H2 1.093, N3 1.272, H7 1.098
7 H -0.63205 0.58104 -0.39063  C6 1.098

The LUMO energy is 4.42 eV. For the HOMO energy, the calculation gives -2.70 eV. The HOMO-LUMO gap is 7.12 eV. Its total charge is -1.

---

B:
Below is 2 unconnected molecules or ions with the total composition CH4NS, with properties calculated with ωB97M-V/def2-TZVPD.

Bonds (Å) are listed after each position.
CARTESIAN COORDINATES (ANGSTROEM)
1 H 0.04992 0.27539 -0.08868  C2 1.099
2 C 0.10295 -0.34302 -0.99504  H1 1.099, H3 1.081, N7 1.268
3 H -0.17019 0.19417 -1.89237  C2 1.081
4 H 0.64715 -1.86868 -0.08395  N7 1.017
5 S -1.00246 1.96279 1.66948  H6 1.346
6 H -0.07778 1.34158 2.42442  S5 1.346
7 N 0.45041 -1.56223 -1.03385  C2 1.268, H4 1.017

The LUMO energy is 4.51 eV. For the HOMO energy, the calculation gives -2.69 eV. The HOMO-LUMO gap is 7.20 eV. Its total charge is -1.

---

C:
Below is 2 unconnected molecules or ions with the total composition CH4NS, with properties calculated with ωB97M-V/def2-TZVPD.

Bonds (Å) are listed after each position.
CARTESIAN COORDINATES (ANGSTROEM)
1 H 2.13186 -2.21823 -1.12181  S6 1.344
2 N -1.09502 1.49117 0.81099  C3 1.269, H4 1.017
3 C -0.57980 0.80233 -0.12177  N2 1.269, H5 1.097, H7 1.097
4 H -1.11463 1.02876 1.71685  N2 1.017
5 H 0.05526 1.27446 -0.88132  C3 1.097
6 S 1.15282 -2.08622 -0.21058  H1 1.344
7 H -0.55050 -0.29227 -0.19236  C3 1.097

The LUMO energy is 4.64 eV. For the HOMO energy, the calculation gives -2.69 eV. The HOMO-LUMO gap is 7.33 eV. Its total charge is -1.

---

It turns out B is the most stable, with the second structure 14.7 kJ/mol higher.